(1)
The following is a DFT calculation (wB97M-V/def2-TZVPD) of a 2-piece molecular cluster, C5H14 overall in a non-equilibrium geometry.

Computed properties:
* strongest force on any atom: 0.034 hartree/bohr
* lowest unoccupied orbital energy: 1.156 eV
* ΔE to the lowest compared entry with this formula, charge and spin: 18.1 kcal per mole
* frontier orbital gap: 12.40 eV

Structure (XYZ):
```
19
Properties=species:S:1:pos:R:3:forces:R:3:lowdin_charge:R:1
C -0.031 0.377 2.756 0.90 0.40 -0.89 -0.1227
C -0.590 0.285 1.327 0.68 0.63 0.20 -0.3293
C 0.037 1.398 0.495 0.36 -0.26 -0.79 -0.1350
H -0.242 1.432 3.005 0.11 -0.61 0.80 0.0750
H -0.397 -0.375 3.464 -0.21 0.45 -0.11 0.0669
H 1.082 0.274 2.701 -0.78 0.06 0.18 0.0788
H -0.355 -0.665 0.852 -0.48 -0.21 0.15 0.0837
H -1.629 0.560 1.359 -0.82 -0.83 -0.07 0.0940
H -0.363 2.379 0.758 0.16 -0.05 -0.01 0.0767
H 1.103 1.365 0.657 0.55 0.39 0.19 0.0639
H -0.049 1.250 -0.598 -0.40 0.12 0.51 0.0569
C -0.541 -0.937 -2.142 1.57 -0.08 -0.71 -0.1509
C 0.989 -1.146 -2.267 0.95 0.79 0.66 -0.1725
H -0.664 -0.028 -2.710 -1.21 -0.08 -0.57 0.0566
H -0.985 -1.870 -2.522 -0.58 0.90 0.10 0.0727
H -0.834 -0.683 -1.126 -0.08 -0.51 -0.12 0.0192
H 1.412 -0.998 -1.267 0.36 -0.67 -0.17 0.0523
H 1.594 -0.450 -2.883 -0.98 0.35 0.15 0.0657
H 1.288 -2.065 -2.743 -0.13 -0.80 0.50 0.0477
```
Positions in Å, forces in eV/Å.

(2)
The following is a DFT calculation (wB97M-V/def2-TZVPD) of a 2-piece molecular cluster, C26H21F3N2S overall in a non-equilibrium geometry.

Computed properties:
* strongest force on any atom: 0.054 hartree/bohr
* lowest unoccupied orbital energy: -1.088 eV
* ΔE to the lowest compared entry with this formula, charge and spin: 30.9 kcal per mole
* frontier orbital gap: 5.62 eV

Structure (XYZ):
```
53
Properties=species:S:1:pos:R:3:forces:R:3:lowdin_charge:R:1
F -2.013 1.617 2.527 -0.11 -0.92 0.49 0.1098
C -1.940 0.383 3.106 -0.33 0.22 0.26 -0.5155
F -2.290 0.539 4.429 0.09 -0.07 -1.14 0.1071
F -2.909 -0.394 2.529 0.62 0.68 0.51 0.1081
C -0.573 -0.237 2.969 -0.42 -0.08 0.13 -0.1494
C -0.449 -1.609 3.191 0.44 0.04 -0.08 -0.0322
C 0.827 -2.184 3.115 -0.42 -0.06 0.20 -0.0837
C 1.920 -1.428 2.721 -0.26 0.74 -0.21 -0.1166
C 1.777 -0.047 2.404 -2.01 -1.16 0.73 -0.7169
S 3.060 0.848 1.796 2.34 1.46 -0.30 0.7494
C 0.512 0.560 2.655 0.67 -0.57 -0.31 -0.0492
H -1.327 -2.203 3.430 0.20 0.07 0.00 0.1165
H 0.944 -3.237 3.376 0.03 0.28 -0.17 0.1037
H 2.918 -1.854 2.647 -0.23 -0.04 -0.05 0.0905
H 0.415 1.638 2.579 -0.01 -0.18 -0.22 0.1100
C 7.061 -1.987 -0.844 0.04 -0.18 0.20 -0.0098
N 6.402 -0.706 -1.012 -0.11 0.45 0.02 -0.0909
C 5.235 -0.318 -0.411 0.23 0.49 -0.86 0.0059
C 4.831 0.928 -0.908 1.02 -1.10 0.31 -0.1650
C 3.591 1.564 -0.632 -1.12 -0.11 0.04 -0.1094
C 3.377 2.952 -0.840 0.01 0.94 0.20 -0.1647
C 4.256 4.059 -0.901 -1.04 -0.30 -0.09 0.0257
N 3.578 5.166 -1.347 0.08 -0.64 0.42 -0.0786
C 4.158 6.456 -1.678 0.34 0.16 0.12 -0.0057
C 2.235 4.833 -1.561 0.32 -0.84 -0.41 -0.1598
C 2.076 3.466 -1.226 0.45 0.44 -0.42 -0.1170
C 0.899 2.798 -1.540 -0.60 0.36 -0.19 -0.0085
C -0.099 3.499 -2.228 0.31 -0.22 0.31 -0.0770
C 0.078 4.848 -2.586 0.58 0.37 0.33 -0.0795
C 1.258 5.538 -2.254 -0.69 -0.22 -0.02 -0.0140
C 5.851 1.327 -1.882 0.11 -0.58 0.39 -0.1014
C 6.824 0.289 -1.898 -0.78 -0.27 0.08 -0.1630
C 7.905 0.268 -2.772 0.08 0.57 -0.27 -0.0154
C 8.045 1.358 -3.645 -0.04 -0.49 0.57 -0.0878
C 7.088 2.384 -3.661 -0.49 -0.11 0.29 -0.0857
C 5.966 2.350 -2.816 0.69 0.28 -0.52 -0.0317
H 7.962 -2.011 -1.468 -0.30 -0.04 0.28 0.0770
H 7.344 -2.141 0.204 0.02 0.05 -0.22 0.0980
H 6.405 -2.816 -1.146 0.13 0.28 0.00 0.0991
H 4.754 -0.929 0.348 0.10 0.22 -0.17 0.1074
H 2.689 0.945 -0.676 0.56 0.39 -0.16 0.0802
H 5.315 4.115 -0.670 -0.25 -0.01 -0.07 0.1482
H 3.384 7.105 -2.097 0.24 -0.20 0.16 0.0794
H 4.579 6.938 -0.785 -0.17 -0.11 -0.18 0.0988
H 4.965 6.352 -2.418 -0.28 -0.06 0.16 0.0982
H 0.788 1.749 -1.265 -0.14 0.26 -0.20 0.1146
H -1.016 2.983 -2.507 0.19 0.17 0.08 0.1030
H -0.710 5.373 -3.126 0.22 -0.16 0.13 0.1016
H 1.425 6.578 -2.530 -0.26 -0.26 -0.06 0.0992
H 8.603 -0.569 -2.753 -0.07 0.37 -0.19 0.0996
H 8.907 1.395 -4.308 -0.24 0.03 0.09 0.1001
H 7.208 3.216 -4.353 -0.07 -0.23 0.10 0.0984
H 5.189 3.108 -2.890 0.30 -0.12 -0.08 0.0991
```
Positions in Å, forces in eV/Å.

(3)
The following is a DFT calculation (wB97M-V/def2-TZVPD) of C2H6IN2O as an isolated structure in a non-equilibrium geometry.

Computed properties:
* strongest force on any atom: 0.097 hartree/bohr
* lowest unoccupied orbital energy: -4.265 eV
* ΔE to the lowest compared entry with this formula, charge and spin: 103.3 kcal per mole
* frontier orbital gap: 8.16 eV
* net charge: +1

Structure (XYZ):
```
12
Properties=species:S:1:pos:R:3:forces:R:3:lowdin_charge:R:1
C -1.451 -0.441 -0.011 3.98 2.04 1.67 -0.3014
C 1.422 -0.845 -0.165 -2.01 -0.42 -3.02 0.0365
N -2.371 0.477 0.126 -1.66 -1.59 -0.49 -0.3938
N 2.190 0.457 -0.222 -3.06 -1.99 -3.37 0.1340
O -0.205 -0.122 0.035 0.02 0.64 -0.26 -0.0766
I -4.350 0.053 0.047 -0.56 -0.47 0.04 0.9734
H -1.639 -1.445 0.178 -1.20 -1.93 -0.43 0.1256
H 1.630 -1.320 0.753 -0.20 0.06 1.74 0.0293
H -2.361 1.457 0.065 1.55 1.31 -0.14 0.0446
H 2.050 0.843 0.644 -0.34 2.99 2.01 0.1131
H 2.035 0.851 -1.204 -0.04 0.30 2.32 0.2078
H 3.050 0.036 -0.246 3.51 -0.95 -0.08 0.1076
```
Positions in Å, forces in eV/Å.

Q: Among the records above, which one has the highest lowest unoccupied orbital energy?
A: C5H14

Q: The lowest strongest force on any atom belongs to which entry?
A: C5H14

Q: Number 1 is which compound?
A: C5H14

Q: Look up the ΔE to the lowest compared entry with this formula, charge and spin of the first one.
A: 18.1 kcal per mole